# 1
Molecular formula: C43H48F4N5O6Os
Method: DFT, ωB97M-V with the def2-TZVPD basis set

Results
- E: -78444.1336 eV
- Net charge: -1
- Energy above the lowest of the compared OMol25 structures with the same formula, charge and spin: 1.336 eV
- HOMO-LUMO gap (spin up / spin down): 5.49 / 6.74 eV
- 2S+1: 5
- LUMO energy (spin up / spin down): 2.018 / 2.016 eV

Structure (XYZ):
```
107
Properties=species:S:1:pos:R:3:forces:R:3
Os -1.4449 0.6796 0.5297 -0.5 0.4 0.2
C 6.3434 0.3716 0.6939 0.0 0.0 0.0
C 5.3448 -0.2008 -0.3228 0.0 0.0 0.0
C 5.7276 -1.6531 -0.6108 0.0 0.0 0.0
C 5.4301 0.6042 -1.6292 0.0 0.0 0.0
C 3.9221 -0.0764 0.2074 0.0 -0.1 0.0
C 3.4750 1.1253 0.7480 -0.1 0.1 0.0
C 2.1470 1.2557 1.1048 0.0 0.1 0.0
N 1.2603 0.2744 0.9835 0.0 -0.2 0.0
C 1.6927 -0.9092 0.5615 0.1 0.1 0.2
C 3.0026 -1.1133 0.1380 0.1 0.0 0.1
C 0.6920 -2.0034 0.6689 -0.1 0.0 0.2
C 1.0401 -3.3445 0.5524 0.0 0.0 0.1
C 0.0896 -4.3309 0.7785 0.1 0.1 0.0
C -1.1758 -3.9042 1.1631 -0.2 0.0 0.0
C -1.4475 -2.5532 1.2519 0.0 0.0 0.0
N -0.5426 -1.6148 0.9761 0.2 -0.1 0.1
C 0.3747 -5.8145 0.5892 0.0 0.0 0.0
C -0.4388 -6.3021 -0.6196 0.0 0.0 0.0
C -0.0529 -6.5925 1.8412 0.0 0.0 0.0
C 1.8557 -6.0909 0.3293 0.0 0.0 0.0
H 7.3649 0.1674 0.3645 0.0 0.0 0.0
H 6.2036 -0.0795 1.6790 0.0 0.0 0.0
H 6.2416 1.4528 0.7986 0.0 0.0 0.0
H 6.7614 -1.6929 -0.9596 0.0 0.0 0.0
H 5.1004 -2.0903 -1.3918 0.0 0.0 0.0
H 5.6480 -2.2740 0.2859 0.0 0.0 0.0
H 6.4564 0.6007 -2.0089 0.0 0.0 0.0
H 5.1227 1.6403 -1.4724 0.0 0.0 0.0
H 4.7768 0.1735 -2.3917 0.0 0.0 0.0
H 4.1339 1.9767 0.8607 0.0 0.0 0.0
H 1.7646 2.1902 1.4915 0.0 0.0 0.0
H 3.2907 -2.0766 -0.2567 0.0 0.1 0.0
H 2.0527 -3.6090 0.2891 0.0 0.0 0.0
H -1.9770 -4.6026 1.3661 0.0 0.0 0.0
H -2.4357 -2.2004 1.5137 0.0 0.0 0.0
H -1.5063 -6.1243 -0.4741 0.0 0.0 0.0
H -0.2846 -7.3744 -0.7714 0.0 0.0 0.0
H -0.1313 -5.7775 -1.5278 0.0 0.0 0.0
H -1.1273 -6.5184 2.0165 0.1 0.0 0.0
H 0.4607 -6.2154 2.7286 0.0 0.0 0.0
H 0.1946 -7.6506 1.7234 0.0 0.0 0.0
H 2.1990 -5.6173 -0.5946 0.0 0.0 0.1
H 2.0111 -7.1669 0.2268 0.0 0.0 0.0
H 2.4809 -5.7367 1.1538 0.0 0.0 0.0
F -1.2823 0.1834 5.1286 -0.2 0.0 0.0
C -2.6042 -0.0150 4.9322 0.0 0.0 0.0
F -2.8899 -1.2441 5.4256 0.1 0.1 0.0
F -3.2519 0.8775 5.7033 0.1 -0.1 -0.1
C -3.0365 0.0825 3.4286 -0.1 0.0 0.0
O -4.2361 0.1902 3.2294 0.3 0.0 0.0
O -2.0515 -0.0181 2.6354 -0.2 -0.1 0.0
F -2.2426 1.1527 -5.4213 -0.2 0.2 -0.2
C -1.4822 0.4686 -4.5707 0.3 0.0 0.2
C -1.9606 -0.5924 -3.9175 0.1 -0.2 0.1
N -1.1957 -1.3267 -3.0445 0.2 -0.1 0.1
C -1.8263 -2.4031 -2.2800 -0.1 0.0 -0.1
C -2.7734 -1.8768 -1.1816 -0.1 -0.4 0.1
O -3.6817 -2.6245 -0.8175 0.5 0.5 -0.2
O -2.4613 -0.7186 -0.7630 -0.2 -0.1 0.1
C 0.0909 -0.9439 -2.7233 -0.1 -0.1 -0.1
O 0.7964 -1.5218 -1.9165 -0.2 0.1 -0.7
N 0.5565 0.1473 -3.4410 -0.1 -0.2 -0.4
C -0.1193 0.9320 -4.3669 -0.7 -1.5 -0.3
O 0.4112 1.8742 -4.9111 -0.6 -0.8 -2.4
H -2.9832 -0.9197 -4.0466 0.0 0.0 0.0
H -1.0282 -2.9668 -1.7982 0.0 0.0 0.0
H -2.3795 -3.0668 -2.9432 0.1 0.0 -0.1
H 1.4891 0.4435 -3.1988 0.1 0.0 0.1
C -5.4380 2.4449 -0.3350 0.0 0.0 0.1
C -3.9410 2.3900 -0.6730 -0.1 0.0 0.0
C -3.8016 1.7394 -2.0587 0.0 0.0 0.0
C -3.4250 3.8326 -0.7582 0.0 0.0 0.0
C -3.2582 1.5764 0.4037 0.1 0.2 0.0
H -5.9946 2.9684 -1.1202 0.0 0.0 0.0
H -5.5971 2.9701 0.6106 0.0 0.0 0.0
H -5.8433 1.4351 -0.2319 0.0 0.0 0.0
H -4.2712 2.3672 -2.8254 0.0 0.0 0.0
H -4.2742 0.7552 -2.0669 0.0 0.0 0.0
H -2.7548 1.6036 -2.3275 0.1 0.1 0.0
H -4.0532 4.4174 -1.4414 0.0 0.0 0.0
H -2.4011 3.8667 -1.1297 0.1 0.0 0.0
H -3.4527 4.3019 0.2250 0.0 0.0 0.0
H -3.9101 1.1685 1.1739 0.0 -0.2 -0.1
C 1.9147 3.8699 -2.4462 0.0 0.1 0.3
C 2.0256 4.4233 -1.1744 0.0 0.0 -0.1
C 1.2029 4.0098 -0.1395 -0.2 0.0 0.0
C 0.2216 3.0158 -0.3369 -0.2 0.1 0.0
C 0.1409 2.4605 -1.6226 0.2 0.4 0.3
C 0.9616 2.8829 -2.6555 0.3 0.5 0.8
N -0.6084 2.5313 0.6764 0.2 0.1 0.1
C -0.8251 3.3064 1.8450 0.1 -0.1 -0.1
C -0.7944 2.6812 3.0931 0.1 0.0 0.0
C -1.0556 3.3938 4.2553 0.0 -0.1 0.0
C -1.3247 4.7525 4.2028 0.0 0.0 0.0
C -1.3325 5.3899 2.9674 0.0 0.0 0.0
C -1.0906 4.6807 1.8035 0.0 -0.1 -0.1
H 2.5475 4.2071 -3.2584 0.0 0.0 0.0
H 2.7671 5.1914 -0.9796 0.0 0.0 0.0
H 1.3164 4.4601 0.8368 0.0 0.0 0.1
H -0.5995 1.6932 -1.8007 -0.2 -0.1 0.0
H 0.8313 2.4608 -3.6514 0.8 1.3 1.6
H -0.5891 1.6188 3.1452 0.0 0.1 0.0
H -1.0500 2.8722 5.2054 0.0 0.0 0.0
H -1.5316 5.3080 5.1092 0.0 0.0 0.0
H -1.5475 6.4508 2.9054 0.0 0.0 0.0
H -1.1190 5.1870 0.8493 0.0 0.0 -0.1
```
Forces are in eV/Å.

Here are the Mulliken charges for atoms 1 to 8, given in e: number 1, Os, carries 3.4346; number 2, C, carries -1.7980; number 3, C, carries 2.2374; number 4, C, carries -2.0678; number 5, C, carries -1.5586; number 6, C, carries 0.5101; number 7, C, carries -1.0411; number 8, C, carries -0.9493


# 2
Molecular formula: C46H54OP
Method: DFT, ωB97M-V with the def2-TZVPD basis set

Results
- E: -59909.1567 eV
- Net charge: -1
- HOMO-LUMO gap: 5.49 eV
- LUMO energy: 2.086 eV

Structure (XYZ):
```
102
Properties=species:S:1:pos:R:3:forces:R:3
C -0.3398 -1.6712 2.8447 0.0 -1.0 -0.6
C 0.9176 -1.4138 1.8822 -0.1 -0.1 2.4
C 2.1623 -1.1043 2.8049 -0.2 1.1 -1.5
P 3.4134 -2.5495 2.9763 0.6 -0.2 1.4
O 0.7412 -0.2684 1.0118 -0.6 -1.1 -0.9
C 0.1404 -0.6199 -0.2210 0.5 0.6 -1.4
C 1.1289 -1.3715 -1.2280 0.4 -1.9 -2.9
C 0.6388 -1.7884 -2.6474 2.8 -0.3 1.8
C 1.5681 -2.5067 -3.5327 0.4 0.3 1.5
C 2.9444 -2.8716 -3.1407 -1.0 1.5 2.5
C 3.4158 -2.4596 -1.8081 -2.5 0.4 -1.0
C 2.5062 -1.7395 -0.9124 -0.9 0.1 -0.4
H -1.2090 -0.9946 2.6308 0.9 -0.3 0.3
H -0.7151 -2.7265 2.6592 0.3 1.1 0.2
H -0.0183 -1.6652 3.9231 -0.5 0.3 -1.1
H 1.0322 -2.3681 1.2893 0.3 1.1 0.4
H 2.7257 -0.2598 2.2912 -0.5 -0.9 0.5
H 1.8803 -0.7078 3.8176 0.1 -0.6 -0.8
H 4.2677 -1.6742 3.7879 0.1 0.4 0.1
H 4.1841 -2.1317 1.7996 -0.1 0.1 -0.6
H 2.5847 -3.4830 2.2198 -0.3 -0.1 -0.5
H 2.7601 -2.9635 4.2291 -0.4 -0.2 0.2
H 4.3754 -3.6333 3.1923 0.2 -0.2 -0.2
H -0.1082 0.3567 -0.7427 0.2 -0.9 0.6
H -0.8542 -1.1467 -0.1027 1.1 0.1 0.0
H -0.4029 -1.5590 -2.9961 1.2 -0.2 0.4
H 1.2417 -2.8280 -4.5531 0.1 0.4 1.1
H 3.6524 -3.4436 -3.7850 -0.9 0.6 0.3
H 4.4362 -2.6850 -1.4193 -1.0 0.1 -0.5
H 2.8712 -1.4593 0.1157 -0.2 -0.4 -1.2
C -0.3612 -4.7261 -0.2172 0.0 0.1 0.0
C -0.3787 -5.9875 0.3667 0.1 0.0 0.0
C -1.5860 -6.6124 0.6429 0.0 0.0 0.0
C -2.7796 -5.9808 0.3270 -0.1 0.0 0.0
C -2.7648 -4.7209 -0.2568 0.0 0.2 -0.1
C -1.5568 -4.0831 -0.5274 0.1 -0.4 0.1
H 0.5846 -4.2395 -0.4308 0.0 0.0 0.0
H 0.5546 -6.4844 0.6053 0.0 0.1 0.0
H -1.5966 -7.5939 1.1033 0.0 0.0 0.0
H -3.7241 -6.4700 0.5376 0.0 0.0 0.0
H -3.7004 -4.2295 -0.5011 0.0 0.0 0.0
H -1.5281 -3.0974 -0.9761 -0.1 -0.1 0.0
C -2.0996 3.4343 3.7397 0.0 0.0 0.0
C -2.7875 4.2352 2.8351 0.0 0.0 0.0
C -2.6732 3.9991 1.4700 0.0 -0.1 0.0
C -1.8778 2.9551 1.0104 -0.1 0.1 0.1
C -1.1924 2.1515 1.9151 0.0 -0.1 -0.1
C -1.3003 2.3941 3.2793 -0.1 0.1 0.0
H -2.1865 3.6209 4.8044 0.0 0.0 0.0
H -3.4133 5.0453 3.1952 0.0 0.0 0.0
H -3.2046 4.6281 0.7638 0.0 0.0 0.0
H -1.7921 2.7678 -0.0541 0.0 0.0 0.0
H -0.5723 1.3352 1.5578 0.0 0.1 0.1
H -0.7617 1.7710 3.9839 0.0 0.0 -0.1
C 6.6009 0.8423 -5.2781 0.0 0.0 0.0
C 5.9324 0.7098 -4.0662 0.0 0.0 -0.1
C 4.6357 0.2113 -4.0374 0.0 0.0 0.0
C 4.0101 -0.1641 -5.2203 0.0 0.0 -0.1
C 4.6794 -0.0352 -6.4317 0.0 0.0 0.0
C 5.9734 0.4720 -6.4615 0.0 0.0 0.0
H 7.6115 1.2344 -5.3002 0.0 0.0 0.0
H 6.4229 0.9962 -3.1428 0.0 0.0 0.0
H 4.1120 0.1138 -3.0935 0.0 0.0 -0.1
H 3.0007 -0.5575 -5.1969 0.1 0.0 0.0
H 4.1914 -0.3298 -7.3543 0.0 0.0 0.0
H 6.4933 0.5775 -7.4070 0.0 0.0 0.0
C 5.6935 -6.9028 -1.8432 0.0 0.0 0.0
C 5.0157 -6.1130 -2.7640 0.0 0.0 0.0
C 5.1575 -6.3546 -4.1252 0.0 -0.1 0.0
C 5.9701 -7.3928 -4.5658 0.0 0.0 0.0
C 6.6450 -8.1848 -3.6448 0.0 0.0 0.0
C 6.5103 -7.9375 -2.2837 0.0 0.0 0.0
H 5.5850 -6.7117 -0.7818 0.0 0.0 -0.1
H 4.3765 -5.3077 -2.4199 0.0 -0.1 0.0
H 4.6336 -5.7340 -4.8435 0.0 0.0 0.0
H 6.0769 -7.5842 -5.6276 0.0 0.0 0.0
H 7.2777 -8.9957 -3.9884 0.0 0.0 0.0
H 7.0410 -8.5520 -1.5658 0.0 0.0 0.0
C -4.3594 7.3850 1.5259 0.0 0.0 0.0
C -2.9948 7.6055 1.6602 0.1 0.0 0.0
C -2.4451 8.8218 1.2734 -0.1 0.0 0.0
C -3.2636 9.8218 0.7610 0.0 0.0 0.0
C -4.6300 9.6022 0.6303 0.0 0.0 0.0
C -5.1777 8.3822 1.0088 0.0 0.0 0.0
H -4.7867 6.4343 1.8249 0.0 0.1 0.0
H -2.3587 6.8278 2.0661 0.0 0.0 -0.1
H -1.3792 8.9910 1.3722 0.0 0.0 0.0
H -2.8361 10.7726 0.4636 0.0 0.0 0.0
H -5.2686 10.3828 0.2322 0.0 0.0 0.0
H -6.2424 8.2086 0.9021 0.0 0.0 0.0
C -8.9668 5.2655 4.5653 0.0 0.0 0.0
C -7.7237 4.6968 4.8158 0.0 0.0 0.0
C -6.8541 4.4344 3.7641 0.0 0.0 0.0
C -7.2244 4.7498 2.4622 0.0 0.0 0.0
C -8.4659 5.3219 2.2119 0.0 0.0 0.0
C -9.3391 5.5760 3.2627 0.0 0.0 0.0
H -9.6462 5.4670 5.3857 0.0 0.0 0.0
H -7.4324 4.4570 5.8320 0.0 0.0 -0.1
H -5.8870 3.9847 3.9585 0.0 0.0 0.0
H -6.5440 4.5493 1.6421 0.0 0.0 0.0
H -8.7536 5.5693 1.1962 0.0 0.0 0.0
H -10.3096 6.0172 3.0669 0.0 0.0 0.0
```
Forces are in eV/Å.

Here are the Mulliken charges for atoms 1 to 8, given in e: number 1, C, carries -1.4670; number 2, C, carries 1.6703; number 3, C, carries -1.8136; number 4, P, carries -0.2658; number 5, O, carries -0.4618; number 6, C, carries -0.4617; number 7, C, carries 0.7001; number 8, C, carries -0.4513


# 3
Molecular formula: C4H4N2O
Method: DFT, ωB97M-V with the def2-TZVPD basis set

Results
- E: -9238.4192 eV
- Energy above the lowest of the compared OMol25 structures with the same formula, charge and spin: 2.069 eV
- HOMO-LUMO gap: 8.51 eV
- SMILES: O=C=C1C=NCN1
- LUMO energy: 0.388 eV

Structure (XYZ):
```
11
Properties=species:S:1:pos:R:3:forces:R:3
O 2.8264 1.2421 -0.8649 -0.7 -0.5 0.1
C 1.8391 0.6609 -0.6189 0.6 0.2 -0.2
C 0.7570 -0.0551 -0.3831 0.1 0.1 0.1
C 0.5362 -0.9037 0.7993 -0.1 0.0 0.1
N -0.6906 -0.9547 1.1394 0.3 0.1 -0.2
C -1.4084 -0.0507 0.2442 -0.3 0.0 0.0
N -0.5524 0.0880 -0.9457 0.0 0.2 0.0
H 1.3189 -1.4371 1.3313 -0.1 0.1 0.0
H -1.5289 0.9067 0.7834 -0.1 -0.1 -0.1
H -2.3890 -0.4457 -0.0281 0.1 0.0 0.1
H -0.7083 0.9492 -1.4568 0.1 -0.1 0.1
```
Forces are in eV/Å.

Here are the Mulliken charges for atoms 1 to 8, given in e: number 1, O, carries -0.3986; number 2, C, carries 0.5341; number 3, C, carries 0.0667; number 4, C, carries -0.1639; number 5, N, carries -0.5171; number 6, C, carries -0.3191; number 7, N, carries -0.4050; number 8, H, carries 0.3780


| no. | F_max (Eh/bohr) |
| --- | --- |
| 1 | 0.0506 |
| 2 | 0.0673 |
| 3 | 0.0177 |